1.
{
  "formula": "C2H3Br2N",
  "method": "ωB97M-V/def2-TZVPD",
  "symbols": ["C", "C", "N", "Br", "Br", "H", "H", "H"],
  "positions_angstrom": [[0.670, 0.183, -0.564], [-0.173, -0.786, 0.046], [0.505, 1.416, -0.527], [2.105, -0.786, -1.425], [-2.303, -1.038, -2.198], [-1.035, -0.629, 0.545], [-0.155, -1.922, -0.034], [1.304, 2.057, -0.878]],
  "nbo_charge": [0.09, -0.10, -0.49, 0.01, -0.37, 0.21, 0.26, 0.39],
  "gap_ev": [6.036, 6.036],
  "e_tot_ev": -143693.9654,
  "e_homo_ev": [-9.7, -9.7],
  "charge": 0,
  "lumo_energy_ev": [-3.6496, -3.6490],
  "e_above_lowest_kcal_mol": 71.0,
  "max_force_ev_per_a": 4.76
}

2.
{
  "formula": "C2H3Br2O4P",
  "method": "ωB97M-V/def2-TZVPD",
  "symbols": ["C", "C", "O", "O", "O", "O", "P", "Br", "Br", "H", "H", "H"],
  "positions_angstrom": [[0.647, 0.284, 1.626], [1.510, 0.046, 0.633], [-1.934, -1.643, -1.591], [-0.989, 0.637, -0.970], [-0.347, -0.418, -3.164], [0.526, -1.424, -0.838], [-0.744, -0.751, -1.520], [2.821, -1.257, 0.768], [1.933, 1.416, -0.656], [-0.103, 0.929, 1.313], [-0.646, 0.435, -2.900], [0.593, -0.577, 2.279]],
  "nbo_charge": [-0.61, -0.06, -1.24, -1.28, -1.05, -1.22, 2.48, 0.04, 0.03, 0.26, 0.46, 0.20],
  "gap_ev": 5.087,
  "e_tot_ev": -159687.0445,
  "e_homo_ev": 0.1,
  "charge": -2,
  "lumo_energy_ev": 5.2182,
  "e_above_lowest_kcal_mol": 33.8,
  "max_force_ev_per_a": 3.16
}

3.
{
  "formula": "C2H3BrCl2Si",
  "method": "ωB97M-V/def2-TZVPD",
  "symbols": ["C", "C", "Si", "Cl", "Cl", "Br", "H", "H", "H"],
  "positions_angstrom": [[-0.043, 0.711, -0.099], [0.597, -0.371, -0.429], [2.125, -0.405, -1.538], [1.464, -1.109, -3.356], [2.803, 1.814, -1.939], [3.959, -1.541, -0.986], [-0.984, 0.768, 0.348], [0.412, 1.655, -0.635], [0.237, -1.282, 0.077]],
  "nbo_charge": [-0.30, -0.72, 1.37, -0.35, -0.43, -0.23, 0.21, 0.21, 0.24],
  "gap_ev": 10.985,
  "smiles": "C=C[Si](Cl)(Cl)Br",
  "e_tot_ev": -105090.4277,
  "e_homo_ev": -11.0,
  "charge": 0,
  "lumo_energy_ev": -0.0033,
  "e_above_lowest_kcal_mol": 13.8,
  "max_force_ev_per_a": 5.26
}

4.
{
  "formula": "C2H3BrClF",
  "method": "ωB97M-V/def2-TZVPD",
  "symbols": ["F", "C", "C", "Br", "H", "H", "Cl", "H"],
  "positions_angstrom": [[2.040, -1.809, 1.989], [1.201, -1.332, 1.100], [1.135, -1.683, -0.179], [0.139, -0.551, -1.195], [0.725, -0.511, 1.617], [1.676, -2.371, -0.673], [-2.095, 2.179, -0.697], [-3.118, 2.306, -1.509]],
  "nbo_charge": [-0.32, 0.25, -0.41, 0.09, 0.17, 0.22, -0.27, 0.28],
  "gap_ev": 9.879,
  "smiles": "F/C=C/Br.Cl",
  "e_tot_ev": -87403.6915,
  "e_homo_ev": -9.2,
  "charge": 0,
  "lumo_energy_ev": 0.6493,
  "e_above_lowest_kcal_mol": 27.4,
  "max_force_ev_per_a": 3.87
}

5.
{
  "formula": "C2H3BrClN",
  "method": "ωB97M-V/def2-TZVPD",
  "symbols": ["C", "C", "N", "Cl", "Br", "H", "H", "H"],
  "positions_angstrom": [[0.682, 0.289, -0.326], [-0.052, -0.757, 0.645], [-0.423, 0.763, -1.079], [-0.409, -2.324, -0.039], [-1.271, -0.142, 1.863], [1.292, 0.959, 0.431], [1.326, -0.169, -0.937], [-1.145, 1.382, -0.558]],
  "nbo_charge": [-0.31, -0.15, -0.45, 0.04, 0.15, 0.19, 0.21, 0.32],
  "gap_ev": [7.857, 9.359],
  "e_tot_ev": -86173.6148,
  "e_homo_ev": [-8.5, -10.0],
  "charge": 0,
  "lumo_energy_ev": [-0.6767, -0.6120],
  "e_above_lowest_kcal_mol": 65.3,
  "max_force_ev_per_a": 6.03
}

6.
{
  "formula": "C2H3BrClNO",
  "method": "ωB97M-V/def2-TZVPD",
  "symbols": ["N", "C", "O", "C", "Cl", "Br", "H", "H", "H"],
  "positions_angstrom": [[0.052, 0.955, -0.004], [0.882, -0.083, 0.256], [1.660, -0.070, 1.167], [0.655, -1.434, -0.614], [-0.890, -2.163, -0.486], [2.149, -2.630, -0.063], [-0.451, 1.167, -0.798], [0.023, 1.766, 0.613], [0.838, -1.152, -1.737]],
  "nbo_charge": [-0.82, 0.65, -0.56, -0.41, 0.05, 0.05, 0.39, 0.41, 0.24],
  "gap_ev": 10.647,
  "smiles": "NC(=O)[C@H](Cl)Br",
  "e_tot_ev": -88224.9420,
  "e_homo_ev": -10.1,
  "charge": 0,
  "lumo_energy_ev": 0.5047,
  "e_above_lowest_kcal_mol": 3.3,
  "max_force_ev_per_a": 3.58
}

7.
{
  "formula": "C2H3BrClNO2",
  "method": "ωB97M-V/def2-TZVPD",
  "symbols": ["C", "C", "Cl", "Br", "H", "H", "O", "N", "O", "H"],
  "positions_angstrom": [[0.261, 1.309, 0.279], [1.468, 0.875, 0.528], [1.941, 0.445, 2.099], [2.881, 1.052, -0.769], [-0.100, 1.646, -0.702], [-0.382, 1.364, 1.116], [2.492, -1.972, 0.062], [1.424, -2.382, 0.465], [1.153, -3.718, -0.013], [0.708, -4.375, 0.396]],
  "nbo_charge": [-0.43, -0.15, 0.05, 0.07, 0.23, 0.22, -0.24, 0.39, -0.63, 0.49],
  "gap_ev": 9.234,
  "smiles": "C=C(Cl)Br.O=NO",
  "e_tot_ev": -90268.1133,
  "e_homo_ev": -9.6,
  "charge": 0,
  "lumo_energy_ev": -0.3663,
  "e_above_lowest_kcal_mol": 37.8,
  "max_force_ev_per_a": 7.14
}

8.
{
  "formula": "C2H3BrFI",
  "method": "ωB97M-V/def2-TZVPD",
  "symbols": ["C", "C", "F", "Br", "I", "H", "H", "H"],
  "positions_angstrom": [[-1.123, 0.453, 1.509], [-0.347, 1.539, 1.885], [-0.233, 2.617, 1.175], [1.845, 0.642, -0.441], [-2.313, 0.189, -0.174], [-1.069, -0.462, 2.028], [-1.248, 1.657, 4.021], [0.157, 1.484, 2.813]],
  "nbo_charge": [-0.47, 0.23, -0.30, -0.04, 0.18, 0.22, -0.02, 0.19],
  "gap_ev": [8.544, 5.596],
  "e_tot_ev": -82977.8676,
  "e_homo_ev": [-9.4, -9.1],
  "charge": 0,
  "lumo_energy_ev": [-0.8201, -3.4677],
  "e_above_lowest_kcal_mol": 114.8,
  "max_force_ev_per_a": 4.66
}

9.
{
  "formula": "C2H3BrI2",
  "method": "ωB97M-V/def2-TZVPD",
  "symbols": ["C", "C", "Br", "I", "I", "H", "H", "H"],
  "positions_angstrom": [[0.201, 0.999, -0.761], [-0.437, -0.583, 0.916], [-1.776, -1.596, 0.085], [1.124, -0.146, -2.227], [1.350, -1.578, 1.486], [-0.731, 1.410, -1.121], [0.939, 1.569, -0.280], [-0.672, -0.075, 1.902]],
  "nbo_charge": [-0.49, -0.58, 0.12, 0.17, 0.16, 0.21, 0.19, 0.22],
  "gap_ev": 8.091,
  "e_tot_ev": -88363.1761,
  "e_homo_ev": -8.7,
  "charge": 0,
  "lumo_energy_ev": -0.5799,
  "e_above_lowest_kcal_mol": 60.1,
  "max_force_ev_per_a": 3.47
}

10.
{
  "formula": "C2H3BrINO",
  "method": "ωB97M-V/def2-TZVPD",
  "symbols": ["C", "C", "O", "N", "Br", "I", "H", "H", "H"],
  "positions_angstrom": [[0.409, -0.949, 0.492], [-0.595, 0.206, 0.500], [-1.619, 0.402, 1.126], [-0.331, 0.982, -0.557], [-1.373, 2.366, -1.064], [1.635, 0.484, -2.177], [0.269, -1.493, 1.376], [1.394, -0.520, 0.642], [0.213, -1.479, -0.339]],
  "nbo_charge": [-0.69, 0.61, -0.55, -0.60, 0.32, 0.21, 0.23, 0.24, 0.23],
  "gap_ev": [6.384, 6.233],
  "smiles": "CC(=O)N(Br)I",
  "e_tot_ev": -83800.0787,
  "e_homo_ev": [-9.6, -9.6],
  "charge": 0,
  "lumo_energy_ev": [-3.2534, -3.3281],
  "e_above_lowest_kcal_mol": 55.8,
  "max_force_ev_per_a": 4.82
}

11.
{
  "formula": "C2H3BrN2",
  "method": "ωB97M-V/def2-TZVPD",
  "symbols": ["C", "C", "N", "N", "Br", "H", "H", "H"],
  "positions_angstrom": [[-0.125, 0.285, -0.182], [1.057, 0.834, 0.411], [1.652, 1.375, 1.363], [2.331, 1.342, 0.050], [3.866, 0.104, -0.316], [-0.248, -0.763, -0.035], [-0.293, 0.535, -1.218], [-1.007, 0.679, 0.321]],
  "nbo_charge": [-0.71, 0.39, -0.17, -0.30, 0.00, 0.27, 0.26, 0.26],
  "gap_ev": 9.357,
  "smiles": "CC1=NN1Br",
  "e_tot_ev": -75141.5993,
  "e_homo_ev": -9.3,
  "charge": 0,
  "lumo_energy_ev": 0.0399,
  "e_above_lowest_kcal_mol": 33.2,
  "max_force_ev_per_a": 1.93
}

12.
{
  "formula": "C2H3BrN2O2",
  "method": "ωB97M-V/def2-TZVPD",
  "symbols": ["O", "N", "O", "N", "C", "C", "Br", "H", "H", "H"],
  "positions_angstrom": [[1.689, 1.157, 1.562], [1.645, 0.419, 0.593], [2.259, 0.562, -0.413], [0.883, -0.687, 0.766], [-0.221, -0.842, 0.108], [-1.105, 0.095, -0.739], [-2.675, 0.445, 0.353], [-0.493, -1.856, 0.325], [-0.465, 1.117, -0.875], [-1.515, -0.410, -1.681]],
  "nbo_charge": [-0.38, 0.60, -0.36, -0.26, 0.14, -0.55, 0.06, 0.21, 0.26, 0.27],
  "gap_ev": 10.445,
  "smiles": "O=[N+]([O-])/N=C\\CBr",
  "e_tot_ev": -79235.5404,
  "e_homo_ev": -10.9,
  "charge": 0,
  "lumo_energy_ev": -0.4586,
  "e_above_lowest_kcal_mol": 15.2,
  "max_force_ev_per_a": 3.15
}